P:
{
  "formula": "C4H14N3O",
  "method": "wB97M-V/def2-TZVPD",
  "multiplicity": 2,
  "lumo_ev": [0.89, 0.83],
  "orbital_gap_ev": [4.4, 9.4],
  "elements": ["C", "O", "H", "H", "H", "H", "C", "C", "C", "N", "N", "N", "H", "H", "H", "H", "H", "H", "H", "H", "H", "H"],
  "positions_angstrom": [[2.346, 0.365, -1.840], [1.916, -0.891, -1.383], [2.617, -1.518, -1.130], [1.970, 0.278, -2.856], [3.383, 0.418, -1.997], [1.618, 1.065, -1.311], [0.272, 0.143, 1.287], [-0.081, 0.840, 2.631], [-1.600, -0.373, -0.205], [-0.937, -0.644, 0.914], [-2.576, -1.221, -0.804], [-1.170, 0.548, -1.113], [0.756, 0.803, 0.619], [1.090, -0.634, 1.617], [-1.091, 1.324, 2.562], [0.735, 1.607, 2.756], [-1.516, -0.918, 1.732], [-2.558, -2.259, -0.528], [-3.302, -0.774, -1.373], [-0.288, 0.980, -1.176], [-1.644, 0.556, -1.993], [0.059, 0.306, 3.591]],
  "nbo_charge": [-0.2634, -0.7457, 0.4724, 0.1748, 0.1885, 0.1643, -0.2070, -0.6402, 0.3673, -0.6315, -0.9172, -0.8575, 0.2032, 0.1841, 0.2137, 0.2043, 0.3797, 0.3686, 0.3914, 0.3581, 0.3780, 0.2142]
}

***

Q:
{
  "formula": "C4H14N3O",
  "method": "wB97M-V/def2-TZVPD",
  "multiplicity": 2,
  "lumo_ev": [0.26, 0.19],
  "orbital_gap_ev": [2.9, 6.7],
  "elements": ["C", "C", "C", "C", "N", "N", "N", "H", "H", "H", "H", "H", "H", "H", "H", "H", "H", "H", "H", "H", "H", "O"],
  "positions_angstrom": [[1.529, 0.744, -1.283], [1.251, 0.958, 0.215], [-0.068, 0.535, 0.732], [-1.270, 1.267, 0.726], [-2.494, 0.839, 1.311], [-0.156, -0.884, 1.121], [2.760, 1.417, -1.705], [0.700, 1.105, -1.878], [1.573, -0.339, -1.483], [1.444, 2.010, 0.416], [2.042, 0.443, 0.746], [-1.254, 2.272, 0.342], [-2.530, 0.011, 1.869], [-3.186, 1.512, 1.556], [0.739, -1.248, 0.874], [-0.796, -1.410, 0.512], [-0.380, -1.035, 2.120], [3.555, 0.972, -1.273], [2.876, 1.380, -2.710], [-1.372, -3.468, -0.984], [-2.862, -3.696, -0.864], [-2.099, -3.384, -0.357]],
  "nbo_charge": [-0.2107, -0.4374, -0.2015, -0.2409, -0.8684, -0.6692, -0.8413, 0.1896, 0.1244, 0.2190, 0.1587, 0.1844, 0.3464, 0.3746, 0.4105, 0.3993, 0.3669, 0.3436, 0.3557, 0.4671, 0.4789, -0.9499]
}

***

Most stable to least stable, the ends of the list are P and Q.

***

P:
{
  "formula": "CH3NO2",
  "method": "wB97M-V/def2-TZVPD",
  "lumo_ev": [-0.66, -0.76],
  "orbital_gap_ev": [9.0, 8.9],
  "elements": ["C", "N", "O", "O", "H", "H", "H"],
  "positions_angstrom": [[-0.314, -0.407, -0.826], [0.371, 0.518, 1.079], [0.856, -0.194, 1.891], [0.178, 1.686, 1.035], [-0.349, 0.467, -1.406], [0.329, -1.169, -1.291], [-1.072, -0.901, -0.481]],
  "nbo_charge": [-0.4288, 0.5420, -0.3295, -0.3375, 0.1955, 0.1893, 0.1690]
}

***

Q:
{
  "formula": "CH3NO2",
  "method": "wB97M-V/def2-TZVPD",
  "lumo_ev": 1.07,
  "orbital_gap_ev": 10.9,
  "elements": ["C", "N", "O", "O", "H", "H", "H"],
  "positions_angstrom": [[3.179, -0.514, -0.470], [-0.215, -0.315, 0.226], [3.766, 0.231, 0.156], [0.195, 1.036, -0.095], [0.579, -0.915, 0.522], [-0.778, -0.065, 0.999], [0.086, 1.225, -1.112]],
  "nbo_charge": [0.4961, -0.5283, -0.4960, -0.6137, 0.3331, 0.3419, 0.4669]
}

***

Most stable to least stable, the ends of the list are Q and P.

***

P:
{
  "formula": "C7H9N",
  "method": "wB97M-V/def2-TZVPD",
  "lumo_ev": 0.76,
  "orbital_gap_ev": 9.4,
  "elements": ["C", "C", "C", "C", "C", "C", "C", "H", "H", "H", "H", "H", "H", "H", "H", "H", "N"],
  "positions_angstrom": [[-1.125, -0.406, 0.842], [-1.391, 0.482, -0.870], [-0.127, -0.010, -0.321], [0.881, -1.244, -0.450], [2.166, -0.755, -0.289], [2.122, 0.677, 0.035], [0.914, 1.096, 0.122], [-0.734, -1.341, 1.489], [-1.419, 0.248, 1.674], [-3.173, 0.356, 0.141], [-1.494, 1.475, -0.560], [-1.592, 0.412, -2.018], [0.317, -2.244, -0.392], [3.275, -1.378, -0.093], [3.088, 0.952, 0.468], [0.584, 2.130, 0.319], [-2.291, -0.450, -0.097]],
  "nbo_charge": [-0.2066, -0.2087, -0.1648, -0.1802, -0.2183, -0.2703, -0.1560, 0.1940, 0.2006, 0.3358, 0.1852, 0.1906, 0.2387, 0.2239, 0.2228, 0.2073, -0.5938]
}

***

Q:
{
  "formula": "C7H9N",
  "method": "wB97M-V/def2-TZVPD",
  "smiles": "C=Cc1c[nH]cc1C",
  "lumo_ev": 0.97,
  "orbital_gap_ev": 9.0,
  "elements": ["C", "C", "C", "C", "N", "C", "C", "C", "H", "H", "H", "H", "H", "H", "H", "H", "H"],
  "positions_angstrom": [[-2.002, 1.133, -1.019], [-1.668, -0.142, -0.754], [-0.311, -0.539, -0.464], [0.591, -1.367, -1.094], [1.778, -1.558, -0.445], [1.761, -0.586, 0.563], [0.520, -0.022, 0.656], [0.105, 1.032, 1.647], [-1.202, 1.780, -1.187], [-2.997, 1.394, -1.071], [-2.424, -0.948, -0.558], [0.308, -1.890, -1.998], [2.649, -2.070, -0.906], [2.632, -0.273, 1.108], [1.001, 1.314, 2.154], [-0.026, 2.127, 1.205], [-0.713, 0.614, 2.164]],
  "nbo_charge": [-0.3702, -0.1871, -0.1783, -0.0269, -0.5357, -0.0958, -0.0523, -0.6388, 0.1958, 0.1957, 0.2028, 0.1994, 0.4302, 0.2072, 0.2181, 0.2099, 0.2259]
}

***

R:
{
  "formula": "C7H9N",
  "method": "wB97M-V/def2-TZVPD",
  "smiles": "C1=C[C@@H]2C[C@@H]2C=NC1",
  "lumo_ev": 0.76,
  "orbital_gap_ev": 9.0,
  "elements": ["C", "C", "C", "C", "C", "C", "N", "C", "H", "H", "H", "H", "H", "H", "H", "H", "H"],
  "positions_angstrom": [[0.982, 1.012, 0.609], [0.181, 1.376, -0.364], [-1.208, 0.748, -0.426], [-1.926, 0.006, 0.685], [-1.261, -0.826, -0.376], [0.103, -1.278, 0.083], [1.139, -0.915, -0.547], [2.054, -0.043, 0.167], [0.432, 0.667, 1.467], [0.570, 1.639, -1.366], [-1.844, 1.071, -1.239], [-1.545, -0.073, 1.699], [-3.011, 0.128, 0.615], [-1.632, -1.298, -1.274], [0.220, -1.502, 1.157], [2.456, -0.571, 1.022], [2.833, 0.366, -0.514]],
  "nbo_charge": [-0.2285, -0.1316, -0.2420, -0.4122, -0.2889, 0.1601, -0.4284, -0.2549, 0.1726, 0.1993, 0.2204, 0.2298, 0.2306, 0.2502, 0.1201, 0.1894, 0.2140]
}

***

Most stable to least stable, the ends of the list are Q and P.

***

P:
{
  "formula": "C7H9N",
  "method": "wB97M-V/def2-TZVPD",
  "smiles": "C#C/C=C\\N(C)C=C",
  "lumo_ev": 0.95,
  "orbital_gap_ev": 8.5,
  "elements": ["C", "C", "C", "C", "N", "C", "C", "C", "H", "H", "H", "H", "H", "H", "H", "H", "H"],
  "positions_angstrom": [[2.979, 0.420, 0.881], [1.856, 0.122, 1.221], [0.721, -0.373, 1.900], [-0.490, -0.509, 1.322], [-0.777, -0.227, 0.014], [-2.158, -0.050, -0.357], [0.289, -0.066, -0.914], [0.213, 0.524, -2.104], [3.880, 0.794, 0.490], [0.859, -0.664, 2.930], [-1.343, -0.809, 1.919], [-2.752, -0.888, 0.020], [-2.563, 0.892, 0.059], [-2.245, -0.009, -1.444], [1.135, -0.703, -0.690], [-0.608, 1.142, -2.421], [1.006, 0.404, -2.826]],
  "nbo_charge": [-0.2518, -0.0311, -0.4069, 0.0770, -0.4307, -0.4020, 0.0126, -0.4830, 0.2316, 0.2387, 0.2022, 0.2022, 0.1931, 0.2201, 0.2236, 0.1932, 0.2112]
}

***

Q:
{
  "formula": "C7H9N",
  "method": "wB97M-V/def2-TZVPD",
  "smiles": "CNc1ccccc1",
  "lumo_ev": 1.07,
  "orbital_gap_ev": 9.9,
  "elements": ["C", "N", "C", "C", "C", "C", "C", "C", "H", "H", "H", "H", "H", "H", "H", "H", "H"],
  "positions_angstrom": [[-2.018, -1.168, -1.097], [-0.552, -1.211, -1.201], [0.134, -0.280, -0.330], [-0.072, -0.329, 1.085], [0.632, 0.566, 1.900], [1.572, 1.517, 1.305], [1.700, 1.519, -0.133], [1.022, 0.648, -0.904], [-2.471, -1.504, 0.004], [-2.301, -1.845, -1.810], [-2.531, -0.469, -1.499], [-0.339, -2.166, -1.055], [-0.874, -0.874, 1.303], [0.507, 0.476, 3.061], [1.995, 2.115, 1.783], [2.272, 2.239, -0.571], [1.325, 0.767, -1.840]],
  "nbo_charge": [-0.3877, -0.6399, 0.1782, -0.2560, -0.1945, -0.1589, -0.1815, -0.2357, 0.1368, 0.2011, 0.1894, 0.3663, 0.2042, 0.2150, 0.1538, 0.1976, 0.2117]
}

***

Most stable to least stable, the ends of the list are P and Q.

***

P:
{
  "formula": "C7H9N",
  "method": "wB97M-V/def2-TZVPD",
  "lumo_ev": [-0.17, -0.68],
  "orbital_gap_ev": [8.3, 7.6],
  "elements": ["C", "C", "C", "C", "C", "C", "C", "N", "H", "H", "H", "H", "H", "H", "H", "H", "H"],
  "positions_angstrom": [[1.914, -1.585, 2.741], [1.743, -2.384, 3.806], [0.319, -0.238, -0.161], [1.653, -0.730, 1.827], [0.051, 1.013, -0.310], [-0.948, 1.572, -1.348], [-1.933, 0.665, -2.062], [-0.817, 2.831, -1.570], [2.363, -3.252, 4.092], [1.031, -2.068, 4.680], [0.297, -1.176, -0.480], [2.162, 0.106, 1.635], [0.387, 1.831, 0.265], [-2.830, 1.249, -2.503], [-1.508, 0.135, -2.913], [-2.185, -0.147, -1.425], [-1.324, 3.060, -2.386]],
  "nbo_charge": [-0.0624, -0.4395, -0.0159, -0.1996, -0.3481, 0.2969, -0.6987, -0.6062, 0.2154, 0.2177, 0.1840, 0.1811, 0.2465, 0.2308, 0.2361, 0.2315, 0.3305]
}

***

Q:
{
  "formula": "C7H9N",
  "method": "wB97M-V/def2-TZVPD",
  "lumo_ev": 0.29,
  "orbital_gap_ev": 7.3,
  "elements": ["C", "C", "C", "C", "C", "C", "C", "N", "H", "H", "H", "H", "H", "H", "H", "H", "H"],
  "positions_angstrom": [[-1.009, 0.588, 0.684], [1.773, -1.786, -0.466], [2.282, -0.476, -1.054], [0.174, 0.102, 0.254], [0.344, -1.237, -0.664], [0.807, -0.013, -1.355], [-2.926, 2.020, 0.936], [-2.098, 0.832, 1.128], [1.839, -2.675, -1.097], [2.104, -2.182, 0.521], [2.711, 0.174, -0.253], [2.940, -0.556, -1.905], [0.921, 0.342, 1.039], [-0.443, -1.825, -0.676], [-3.250, 2.304, 1.929], [-3.850, 1.536, 0.581], [-2.318, 2.853, 0.398]],
  "nbo_charge": [0.5546, -0.4341, -0.4725, -0.4639, -0.1714, -0.1567, -0.4402, -0.3898, 0.2134, 0.2027, 0.1988, 0.2247, 0.2588, 0.1973, 0.2182, 0.2356, 0.2245]
}

***

R:
{
  "formula": "C7H9N",
  "method": "wB97M-V/def2-TZVPD",
  "lumo_ev": 0.65,
  "orbital_gap_ev": 8.6,
  "elements": ["C", "C", "C", "C", "C", "C", "C", "N", "H", "H", "H", "H", "H", "H", "H", "H", "H"],
  "positions_angstrom": [[-2.753, -1.226, -0.100], [-2.107, -0.057, 0.002], [0.826, -2.056, -0.043], [-0.680, 0.159, -0.035], [1.583, -0.989, -0.090], [-0.202, 1.565, 0.104], [2.751, -0.157, 0.012], [0.256, -0.735, -0.078], [-2.622, 0.839, 0.125], [-2.219, -2.156, -0.283], [-3.814, -1.071, -0.199], [-0.949, 2.279, -0.258], [0.710, 1.482, -0.470], [0.138, 1.863, 1.070], [2.575, 0.881, 0.517], [3.076, 0.067, -1.021], [3.431, -0.688, 0.746]],
  "nbo_charge": [-0.3643, -0.2288, -0.0207, 0.1353, 0.0356, -0.6351, -0.6803, -0.2501, 0.1961, 0.2217, 0.2022, 0.2191, 0.2147, 0.2171, 0.2344, 0.2498, 0.2535]
}

***

S:
{
  "formula": "C7H9N",
  "method": "wB97M-V/def2-TZVPD",
  "smiles": "c1ccncc1.C=C",
  "lumo_ev": 0.93,
  "orbital_gap_ev": 10.7,
  "elements": ["C", "C", "C", "N", "C", "C", "H", "H", "H", "H", "H", "C", "C", "H", "H", "H", "H"],
  "positions_angstrom": [[-0.148, 2.978, 1.680], [0.242, 2.026, 2.618], [1.600, 1.746, 2.763], [2.564, 2.344, 2.046], [2.172, 3.259, 1.147], [0.840, 3.608, 0.928], [-1.208, 3.226, 1.537], [-0.497, 1.501, 3.237], [1.938, 1.000, 3.494], [2.974, 3.738, 0.569], [0.587, 4.366, 0.176], [3.845, -2.285, -2.115], [2.539, -2.092, -2.304], [4.396, -1.728, -1.349], [4.404, -3.008, -2.720], [1.979, -1.369, -1.700], [1.988, -2.649, -3.070]],
  "nbo_charge": [-0.1726, -0.2630, 0.0302, -0.4156, 0.0303, -0.2629, 0.2198, 0.2215, 0.1953, 0.1953, 0.2216, -0.3891, -0.3908, 0.1968, 0.1937, 0.1958, 0.1934]
}

***

Most stable to least stable, the ends of the list are S and P.